Here is C5H6IO2P as an isolated structure from the Open Molecules 2025 dataset. Energies are from ωB97M-V with the def2-TZVPD basis set.

The calculation puts the max |F| at 0.08555 Eh/bohr. The total energy comes out at -26761.6190 eV. For the gap between HOMO and LUMO, the calculation gives 8.9966 eV. Its LUMO energy is -0.02 eV. The relative energy (zero: lowest compared OMol25 entry of this formula, charge and spin) comes out at 221.9 kJ/mol.

Geometry as XYZ:
```
15
C5H6IO2P | the Open Molecules 2025 dataset | ωB97M-V with the def2-TZVPD basis set
C 1.821 0.473 1.572
H -2.450 0.196 0.467
C -1.371 0.171 0.034
C -1.090 -0.690 -1.130
H 1.164 -1.970 -1.176
H -1.310 -1.808 -0.961
H 1.831 1.629 1.490
C 0.679 -0.292 1.273
O -1.121 1.495 -0.251
I -2.208 0.198 -2.731
P 0.957 -0.634 -1.392
C 1.589 -0.452 0.334
H -0.531 1.663 -1.004
O -0.657 -0.271 1.246
H 2.697 0.291 2.230
```



Here is C5H6Li2O4Pt as an isolated structure from the Open Molecules 2025 dataset. Energies are from ωB97M-V with the def2-TZVPD basis set.

The calculation puts the max |F| at 0.13034 Eh/bohr. The total energy comes out at -17111.4979 eV. For the gap between HOMO and LUMO (spin up / spin down), the calculation gives 9.0639 / 7.3888 eV. The net charge is +2. Its LUMO energy (spin up / spin down) is -7.59 / -10.42 eV. The relative energy (zero: lowest compared OMol25 entry of this formula, charge and spin) comes out at 2.2 kJ/mol. Its spin multiplicity is 3.

Geometry as XYZ:
```
18
C5H6Li2O4Pt | the Open Molecules 2025 dataset | ωB97M-V with the def2-TZVPD basis set
O -0.735 0.650 -0.865
H 4.432 1.350 -0.447
C -2.872 1.242 -0.032
C 4.235 0.820 0.494
C -3.706 1.128 1.004
H 5.184 0.527 0.951
H -2.832 2.146 -0.642
O 3.514 -0.385 0.249
C 2.245 -0.290 -0.129
Li -0.148 -1.711 -0.548
Pt 0.920 1.309 -0.586
O -1.940 -0.955 0.003
C -1.789 0.264 -0.283
O 1.649 -1.376 -0.204
H -4.488 1.867 1.178
H -3.628 0.310 1.724
H 3.684 1.467 1.190
Li -3.584 -1.819 0.069
```



Here is C5H6LiNiO4 as an isolated structure from the Open Molecules 2025 dataset. Energies are from ωB97M-V with the def2-TZVPD basis set.

The calculation puts the max |F| at 0.05183 Eh/bohr. The total energy comes out at -54699.1830 eV. For the gap between HOMO and LUMO (spin up / spin down), the calculation gives 5.9114 / 5.9775 eV. The net charge is +2. Its LUMO energy (spin up / spin down) is -8.34 / -10.90 eV. The relative energy (zero: lowest compared OMol25 entry of this formula, charge and spin) comes out at 182.9 kJ/mol. Its spin multiplicity is 4.

Geometry as XYZ:
```
17
C5H6LiNiO4 | the Open Molecules 2025 dataset | ωB97M-V with the def2-TZVPD basis set
Li 4.879 -0.067 1.550
C -1.263 -0.951 -1.084
O 3.331 0.518 0.732
H -0.278 1.374 0.695
H -0.301 0.768 -2.309
C -2.382 -1.155 -0.130
C -0.740 0.685 -1.311
O 1.422 0.993 -0.311
O -2.182 -1.500 1.023
H -1.635 1.329 -1.231
C 0.149 1.136 -0.290
O 1.422 0.414 1.905
H -0.395 -1.551 -0.789
C 2.144 0.656 0.938
Ni 0.706 -0.777 3.066
H -1.567 -1.283 -2.087
H -3.310 -0.591 -0.367
```



Here is a 2-piece molecular cluster, C5H6N overall from the Open Molecules 2025 dataset. Energies are from ωB97M-V with the def2-TZVPD basis set.

The calculation puts the max |F| at 0.10975 Eh/bohr. The total energy comes out at -6758.6205 eV. For the gap between HOMO and LUMO, the calculation gives 10.0562 eV. The net charge is +1. Its LUMO energy is -6.05 eV. The relative energy (zero: lowest compared OMol25 entry of this formula, charge and spin) comes out at 632.7 kJ/mol.

Geometry as XYZ:
```
12
C5H6N | the Open Molecules 2025 dataset | ωB97M-V with the def2-TZVPD basis set
H 1.778 -0.872 -0.210
C 0.133 -0.256 -1.394
N -0.798 0.467 2.084
C -0.727 1.146 0.986
H -0.076 -1.311 -1.684
C -0.704 -0.581 1.197
C -0.113 0.025 0.069
H -1.418 -1.962 1.344
H 1.915 0.792 -0.490
C 1.305 -0.038 -0.463
H -0.082 0.488 -2.170
H -1.214 2.102 0.731
```